[1]
A 2-piece molecular cluster, C16H17F3N overall at a distorted geometry, computed with wB97M-V/def2-TZVPD.

## Properties
electronic energy = -973.9236 hartree
energy relative to the best compared isomer or geometry (same formula, charge and spin) = 29.62 kcal per mole
LUMO level = -6.2 eV
gap between HOMO and LUMO = 6.78 eV
net charge = +1

Geometry (Å):
1 F 2.35880 -4.92163 -1.08162
2 C 1.25702 -4.14180 -0.79124
3 C 0.05875 -4.79136 -0.48976
4 C -1.02270 -3.96066 -0.18603
5 F -2.21719 -4.55314 0.15821
6 C -0.94121 -2.58158 -0.18233
7 C 0.27745 -1.92242 -0.53506
8 C 0.22853 -0.50458 -0.68329
9 C 1.29982 0.42243 -0.87013
10 C 0.94239 1.80463 -0.88675
11 C 1.81617 2.79544 -1.30771
12 C 3.12186 2.47060 -1.70819
13 C 3.50172 1.13538 -1.61315
14 F 4.78743 0.80334 -1.97808
15 C 2.67130 0.12264 -1.14911
16 C 1.40299 -2.76079 -0.80542
17 H -0.01811 -5.87506 -0.47513
18 H -1.81169 -1.98539 0.07961
19 H -0.74771 -0.13721 -1.02294
20 H -0.07456 2.04683 -0.57329
21 H 1.48738 3.83356 -1.33937
22 H 3.81803 3.22532 -2.06263
23 H 3.08211 -0.87212 -1.03621
24 H 2.36499 -2.34208 -1.07228
25 C -2.04377 1.54807 2.98389
26 C -1.72611 1.87893 1.53049
27 C -2.79959 2.73970 0.87835
28 N -1.46902 0.64816 0.75926
29 H -2.04774 2.44538 3.61233
30 H -3.02142 1.05073 3.03616
31 H -1.29915 0.85354 3.39007
32 H -0.77192 2.42343 1.47757
33 H -2.83829 3.71796 1.37643
34 H -2.57837 2.92751 -0.17914
35 H -3.78890 2.26435 0.94280
36 H -2.34315 0.19822 0.49121
37 H -0.91616 -0.00635 1.31245

Forces on atoms 1 to 3 (eV/Å):
F -1.496 1.121 0.366
C 0.927 -0.586 -0.188
C 0.036 0.718 0.038


[2]
C16H17LiN4O4S4 as an isolated structure, computed with wB97M-V/def2-TZVPD.

## Properties
electronic energy = -2740.3892 hartree
energy relative to the best compared isomer or geometry (same formula, charge and spin) = 11.17 kcal per mole
LUMO level = 4.1 eV
gap between HOMO and LUMO = 5.18 eV
net charge = -2

Geometry (Å):
1 Li 3.23281 -1.14623 1.46146
2 S 4.18637 0.87914 0.23106
3 C 3.06889 2.11108 0.69371
4 C 3.28766 3.40061 0.08275
5 N 3.47514 4.41856 -0.42655
6 C 2.01696 1.99613 1.56568
7 S 1.54852 0.54600 2.42627
8 C 1.20659 3.15071 1.82079
9 N 0.51588 4.05229 2.03674
10 C -2.63674 3.03097 0.42547
11 C -2.04961 1.63038 0.54049
12 C -1.00823 1.37259 -0.54081
13 N -0.29681 0.12595 -0.28650
14 C 0.12423 -0.77052 -1.16119
15 S 1.27187 -1.92506 -0.84131
16 N -0.42375 -0.71568 -2.47795
17 C -1.71127 -0.84954 -2.91966
18 O -1.96764 -0.77856 -4.11161
19 C -2.80897 -1.14454 -1.93687
20 C -4.04051 -0.53112 -2.13756
21 C -5.10044 -0.80139 -1.28732
22 C -4.93986 -1.71047 -0.24897
23 C -3.72027 -2.34566 -0.06562
24 C -2.65045 -2.06017 -0.90199
25 H -3.37808 3.20739 1.20770
26 H -3.13043 3.17416 -0.54107
27 H -1.85184 3.78143 0.52905
28 H -2.83729 0.87994 0.46518
29 H -1.56583 1.50532 1.51253
30 H -0.28431 2.19275 -0.54783
31 H -1.47575 1.33976 -1.52247
32 H 0.22409 0.11650 0.61582
33 H 0.26695 -0.87120 -3.19734
34 H -4.14853 0.15669 -2.96643
35 H -6.05086 -0.30264 -1.43122
36 H -5.76456 -1.91780 0.42197
37 H -3.59204 -3.05469 0.74208
38 H -1.69665 -2.55109 -0.75146
39 C 6.36025 -2.00479 1.50067
40 S 4.86424 -2.90305 1.86857
41 O 5.29314 -4.18959 2.38342
42 O 4.10083 -2.93731 0.61714
43 O 4.14861 -2.05823 2.84068
44 H 7.00335 -2.64576 0.90089
45 H 6.83647 -1.75817 2.44743
46 H 6.09789 -1.09510 0.96418

Forces on atoms 1 to 3 (eV/Å):
Li -0.572 0.655 -0.301
S -0.072 -0.133 0.013
C 0.042 0.089 -0.007


[3]
An isolated molecule of C16H17N3O5 at a distorted geometry, computed with wB97M-V/def2-TZVPD.

## Properties
electronic energy = -1160.3938 hartree
energy relative to the best compared isomer or geometry (same formula, charge and spin) = 59.94 kcal per mole
LUMO level = 0.6 eV
gap between HOMO and LUMO = 9.65 eV

Geometry (Å):
1 C 1.53828 -1.29793 5.72039
2 C 1.34318 -1.16102 4.25705
3 C 1.52612 -2.03137 3.22368
4 C 1.16243 -1.27198 2.07856
5 N 1.15002 -1.64804 0.75770
6 C 1.43521 -2.88632 0.28769
7 O 1.79180 -3.82599 0.96079
8 C 1.27775 -2.99766 -1.23042
9 O 0.10897 -2.32491 -1.68540
10 C 0.25466 -1.43354 -2.67867
11 O 1.25923 -1.26632 -3.31114
12 C -1.12053 -0.84810 -3.05258
13 C -1.18245 -0.61646 -4.55957
14 N -1.35835 0.39641 -2.34323
15 C -0.51160 0.89098 -1.42477
16 O 0.51408 0.29054 -1.12762
17 C -0.90269 2.16670 -0.77902
18 C -0.54140 2.36230 0.55234
19 C -0.88488 3.53963 1.19194
20 C -1.57050 4.53063 0.50906
21 C -1.91275 4.34630 -0.82123
22 C -1.58516 3.16770 -1.46602
23 N 0.79512 -0.05816 2.42494
24 O 0.90657 0.01736 3.77754
25 H 0.60769 -1.08584 6.24421
26 H 1.86362 -2.30683 5.95320
27 H 2.28734 -0.58729 6.06630
28 H 1.86113 -3.04488 3.23881
29 H 0.90927 -0.90657 0.09661
30 H 1.20070 -4.05630 -1.49547
31 H 2.15681 -2.56357 -1.72357
32 H -1.87842 -1.57939 -2.73897
33 H -0.36486 0.03336 -4.86122
34 H -1.08085 -1.56162 -5.08505
35 H -2.13067 -0.16043 -4.83544
36 H -2.21047 0.88810 -2.56381
37 H -0.00566 1.58431 1.07906
38 H -0.61065 3.68244 2.22589
39 H -1.83309 5.45164 1.00828
40 H -2.43389 5.12480 -1.35880
41 H -1.83108 3.04731 -2.51201

Forces on atoms 1 to 3 (eV/Å):
C -0.083 0.242 -0.125
C 0.087 -0.480 -0.593
C -0.093 0.382 0.342


[4]
An isolated molecule of C16H17N3S at a distorted geometry, computed with wB97M-V/def2-TZVPD.

## Properties
electronic energy = -1182.3514 hartree
energy relative to the best compared isomer or geometry (same formula, charge and spin) = 0.00 kcal per mole
LUMO level = 0.4 eV
gap between HOMO and LUMO = 8.39 eV

Geometry (Å):
1 N 1.98376 1.38631 4.19322
2 C 1.26712 1.14884 3.32613
3 C 0.38340 0.87033 2.28023
4 C -0.36567 1.84008 1.64625
5 N -0.31847 3.18841 1.85565
6 S -1.37620 1.16240 0.40613
7 C -0.77251 -0.44010 0.75177
8 C 0.13758 -0.44049 1.75221
9 C 0.82528 -1.69388 2.19762
10 C 0.27997 -2.90955 1.41892
11 N -0.05516 -2.63201 0.03157
12 C 1.12100 -2.25653 -0.74209
13 C 0.83558 -2.09711 -2.24162
14 C 0.32183 -0.73349 -2.62151
15 C -0.87553 -0.58600 -3.31253
16 C -1.35749 0.66941 -3.63894
17 C -0.64630 1.80119 -3.28077
18 C 0.55768 1.66726 -2.61134
19 C 1.03921 0.41081 -2.29153
20 C -1.14181 -1.66663 -0.01593
21 H -1.09373 3.73432 1.51853
22 H 0.08670 3.49116 2.72792
23 H 0.67402 -1.84477 3.26918
24 H 1.90325 -1.58350 2.04184
25 H 1.01100 -3.72102 1.44197
26 H -0.63491 -3.26550 1.89999
27 H 1.58609 -1.33293 -0.36774
28 H 1.83856 -3.07144 -0.60818
29 H 1.77381 -2.27030 -2.77621
30 H 0.12711 -2.86804 -2.54825
31 H -1.43917 -1.46526 -3.59476
32 H -2.29313 0.76322 -4.17074
33 H -1.02557 2.78196 -3.52642
34 H 1.12485 2.54461 -2.33587
35 H 1.98690 0.32155 -1.77934
36 H -1.37791 -1.41920 -1.04945
37 H -2.02742 -2.14383 0.42389

Forces on atoms 1 to 3 (eV/Å):
N 0.236 0.116 0.276
C 0.328 0.162 0.402
C -0.753 0.073 -0.810